Entry from the Open Molecules 2025 dataset: an isolated molecule of C5H5FO (ωB97M-V with the def2-TZVPD basis set).

Last columns: bonded neighbours and bond lengths (Å).
Cartesian coordinates (Å):
1 C 0.3320 -0.0385 -1.8911  C2 1.458, H8 1.089, H9 1.126, H10 1.114
2 C -0.0573 -0.0465 -0.4859  C1 1.458, O3 1.365, C6 1.381
3 O 0.2922 1.0980 0.1707  C2 1.365, C4 1.301
4 C -0.0121 1.0623 1.4354  O3 1.301, C5 1.336, H11 1.138
5 C -0.3433 -0.1827 1.7880  C4 1.336, C6 1.407, H12 1.113
6 C -0.4345 -0.8649 0.5609  C2 1.381, C5 1.407, F7 1.333
7 F -0.6672 -2.1591 0.3449  C6 1.333
8 H 1.4015 -0.1532 -2.0622  C1 1.089
9 H -0.1189 0.8861 -2.3488  C1 1.126
10 H -0.1450 -0.8827 -2.4390  C1 1.114
11 H 0.0648 1.9529 2.1393  C4 1.138
12 H -0.3122 -0.6717 2.7878  C5 1.113

Summary:
* calculated total energy: -368.572977 a.u.
* gap between HOMO and LUMO: 0.3517 Ha
* structure (SMILES): Cc1occc1F
* ΔE to the lowest compared entry with this formula, charge and spin: 67.0 kJ/mol

Entry from the Open Molecules 2025 dataset: an isolated molecule of C5H5FO2 (ωB97M-V with the def2-TZVPD basis set).

Last columns: bonded neighbours and bond lengths (Å).
Cartesian coordinates (Å):
1 O -0.5850 -2.7294 0.9563  C2 1.250
2 C -1.2659 -1.9427 1.6492  O1 1.250, O3 1.337, H9 1.102
3 O -1.1346 -0.6121 1.6588  C2 1.337, C4 1.443
4 C -0.3994 0.1215 0.6574  O3 1.443, C5 1.332, H10 1.066
5 C 0.0750 -0.3277 -0.5038  C4 1.332, C6 1.498, H11 1.071
6 C 0.7360 0.6632 -1.4118  C5 1.498, C7 1.382, H12 1.091
7 C 1.1250 1.9757 -1.2253  C6 1.382, F8 1.344, H13 1.174
8 F 0.7401 2.6516 -0.1298  C7 1.344
9 H -2.0259 -2.2272 2.3947  C2 1.102
10 H -0.2679 1.0880 1.0863  C4 1.066
11 H 0.0496 -1.3225 -0.8999  C5 1.071
12 H 1.0313 0.1532 -2.3294  C6 1.091
13 H 1.9216 2.5083 -1.9028  C7 1.174

Summary:
* calculated total energy: -443.794875 a.u.
* gap between HOMO and LUMO: 0.3445 Ha
* structure (SMILES): O=CO/C=C/C=C\F
* ΔE to the lowest compared entry with this formula, charge and spin: 155.8 kJ/mol

Entry from the Open Molecules 2025 dataset: a cluster of 2 separate species, C5H5I in total (ωB97M-V with the def2-TZVPD basis set).

Last columns: bonded neighbours and bond lengths (Å).
Cartesian coordinates (Å):
1 C 0.9523 -0.9434 0.7905  C2 1.189, H4 1.084
2 C -0.0377 -1.2276 0.1956  C1 1.189, C3 1.468
3 C -1.2670 -1.7458 -0.4174  C2 1.468, H5 1.105, H6 1.114, H7 1.150
4 H 1.8528 -0.4975 1.1979  C1 1.084
5 H -1.0507 -1.4446 -1.4578  C3 1.105
6 H -2.0732 -1.0478 -0.0948  C3 1.114
7 H -1.6197 -2.8337 -0.2996  C3 1.150
8 C 1.1135 2.6905 -0.7228  C9 1.198, H11 1.047
9 C 0.5813 2.1270 0.1911  C8 1.198, I10 2.001
10 I -0.3596 1.9167 1.9451  C9 2.001
11 H 1.9080 3.0062 -1.3280  C8 1.047

Summary:
* calculated total energy: -491.030669 a.u.
* gap between HOMO and LUMO: 0.3492 Ha
* structure (SMILES): C#CC.C#CI
* ΔE to the lowest compared entry with this formula, charge and spin: 34.4 kJ/mol

Entry from the Open Molecules 2025 dataset: an isolated molecule of C5H5IO (ωB97M-V with the def2-TZVPD basis set).

Last columns: bonded neighbours and bond lengths (Å).
Cartesian coordinates (Å):
1 C -0.1831 -1.6256 0.0170  C2 1.520, H8 1.137, H9 1.097, H10 1.156
2 C -0.0782 -0.1097 0.0618  C1 1.520, O3 1.368, C6 1.394
3 O 0.9925 0.7408 0.0406  C2 1.368, C4 1.388
4 C 0.5457 2.0545 0.0401  O3 1.388, C5 1.389, H11 1.044
5 C -0.8432 2.0556 0.0344  C4 1.389, C6 1.383, H12 1.125
6 C -1.1970 0.7193 -0.0060  C2 1.394, C5 1.383, I7 2.179
7 I -3.2413 -0.0355 -0.0251  C6 2.179
8 H 0.3623 -2.0743 0.9077  C1 1.137
9 H -1.2407 -1.8563 0.1931  C1 1.097
10 H 0.2715 -2.1487 -0.9079  C1 1.156
11 H 1.3968 2.6514 0.1355  C4 1.044
12 H -1.6081 2.8616 -0.1400  C5 1.125

Summary:
* calculated total energy: -566.403140 a.u.
* gap between HOMO and LUMO: 0.3276 Ha
* structure (SMILES): Cc1occc1I
* ΔE to the lowest compared entry with this formula, charge and spin: 12.6 kJ/mol

Entry from the Open Molecules 2025 dataset: an isolated molecule of C5H5N (ωB97M-V with the def2-TZVPD basis set).

Last columns: bonded neighbours and bond lengths (Å).
Cartesian coordinates (Å):
1 C 0.3761 0.5559 0.9964  C2 1.470, C6 1.468, H7 1.093, H8 1.125
2 C 0.3386 1.5692 -0.0686  C1 1.470, C3 1.451
3 C -0.1662 0.9727 -1.2916  C2 1.451, N4 1.312, H9 1.092
4 N -0.4714 -0.2855 -1.5040  C3 1.312, C5 1.375
5 C -0.4937 -1.1618 -0.4450  N4 1.375, C6 1.355, H10 1.086
6 C -0.1981 -0.7836 0.8218  C1 1.468, C5 1.355, H11 1.086
7 H 0.5143 0.9249 2.0156  C1 1.093
8 H 1.4032 0.2383 0.6638  C1 1.125
9 H -0.2868 1.6219 -2.1608  C3 1.092
10 H -0.7810 -2.1802 -0.6882  C5 1.086
11 H -0.2349 -1.4718 1.6605  C6 1.086

Summary:
* calculated total energy: -248.115152 a.u.
* gap between HOMO and LUMO: 0.2737 Ha
* ΔE to the lowest compared entry with this formula, charge and spin: 419.8 kJ/mol

Entry from the Open Molecules 2025 dataset: an isolated molecule of C5H5N (ωB97M-V with the def2-TZVPD basis set).

Last columns: bonded neighbours and bond lengths (Å).
Cartesian coordinates (Å):
1 C 2.6587 -0.1354 0.0698  C2 1.202, H7 1.065
2 C 1.5020 0.1736 -0.0422  C1 1.202, C3 1.459
3 C 0.1124 0.5666 -0.2528  C2 1.459, C4 1.550, H8 1.096, H9 1.094
4 C -0.9200 -0.3140 0.4956  C3 1.550, C5 1.466, H10 1.094, H11 1.096
5 C -2.1666 -0.3439 -0.2745  C4 1.466, N6 1.154
6 N -3.0939 -0.3671 -0.9609  C5 1.154
7 H 3.6866 -0.3974 0.1695  C1 1.065
8 H -0.0268 1.6164 0.0282  C3 1.096
9 H -0.0635 0.4936 -1.3305  C3 1.094
10 H -0.5607 -1.3432 0.5895  C4 1.094
11 H -1.1283 0.0507 1.5082  C4 1.096

Summary:
* calculated total energy: -248.199210 a.u.
* gap between HOMO and LUMO: 0.4137 Ha
* structure (SMILES): C#CCCC#N
* ΔE to the lowest compared entry with this formula, charge and spin: 199.1 kJ/mol

Entry from the Open Molecules 2025 dataset: an isolated molecule of C5H5N (ωB97M-V with the def2-TZVPD basis set).

Last columns: bonded neighbours and bond lengths (Å).
Cartesian coordinates (Å):
1 C 0.9401 -1.4102 -0.0132  C2 1.532, H7 1.093, H8 1.092, H9 1.093
2 C -0.4540 -0.7834 -0.1226  C1 1.532, C3 1.455, H10 1.098, H11 1.091
3 C -0.4728 0.5662 -0.6654  C2 1.455, C4 1.209
4 C -0.4756 1.7754 -0.6836  C3 1.209, C5 1.383
5 C -0.6177 2.8934 0.1180  C4 1.383, N6 1.159
6 N -0.7608 3.6610 0.9746  C5 1.159
7 H 1.7049 -0.6302 0.0178  C1 1.093
8 H 1.1544 -2.0789 -0.8493  C1 1.092
9 H 0.9992 -1.9769 0.9199  C1 1.093
10 H -0.8252 -0.5763 0.8896  C2 1.098
11 H -1.1924 -1.4400 -0.5858  C2 1.091

Summary:
* calculated total energy: -248.177946 a.u.
* gap between HOMO and LUMO: 0.3959 Ha
* structure (SMILES): CCC#CC#N
* ΔE to the lowest compared entry with this formula, charge and spin: 254.9 kJ/mol

Entry from the Open Molecules 2025 dataset: an isolated molecule of C5H5N (ωB97M-V with the def2-TZVPD basis set).

Last columns: bonded neighbours and bond lengths (Å).
Cartesian coordinates (Å):
1 C -0.7828 -0.9653 0.0193  C2 1.412, C6 1.370, H7 1.085
2 C 0.6103 -1.0365 -0.1988  C1 1.412, C3 1.377, H8 1.089
3 C 1.3512 0.1243 -0.1915  C2 1.377, N4 1.378, H9 1.090
4 N 0.6707 1.3004 0.0372  C3 1.378, C5 1.369, H10 1.053
5 C -0.6745 1.4366 0.2539  N4 1.369, C6 1.398
6 C -1.3976 0.2401 0.2363  C1 1.370, C5 1.398, H11 1.083
7 H -1.3747 -1.8750 0.0152  C1 1.085
8 H 1.0760 -2.0057 -0.3706  C2 1.089
9 H 2.4286 0.1182 -0.3559  C3 1.090
10 H 0.5576 2.3409 0.1536  N4 1.053
11 H -2.4649 0.3220 0.4013  C6 1.083

Summary:
* calculated total energy: -248.154084 a.u.
* gap between HOMO and LUMO: 0.3187 Ha
* ΔE to the lowest compared entry with this formula, charge and spin: 317.6 kJ/mol

Entry from the Open Molecules 2025 dataset: a cluster of 2 separate species, C5H5N in total (ωB97M-V with the def2-TZVPD basis set).

Last columns: bonded neighbours and bond lengths (Å).
Cartesian coordinates (Å):
1 C 1.3143 -0.6598 -0.2113  C2 1.378, H5 1.056, H6 1.109
2 C 0.0139 -0.6902 -0.6676  C1 1.378, C3 1.463, H7 1.077
3 C -0.3417 -0.5148 -2.0761  C2 1.463, N4 1.170
4 N -0.8457 -0.3876 -3.1245  C3 1.170
5 H 2.2210 -0.5564 -0.7429  C1 1.056
6 H 1.4390 -0.9340 0.8562  C1 1.109
7 H -0.7539 -0.7717 0.0826  C2 1.077
8 C -1.1336 0.7535 1.7791  C9 1.189, H10 1.068
9 C -0.5381 1.5505 1.1276  C8 1.189, H11 1.136
10 H -1.5929 -0.0685 2.2832  C8 1.068
11 H 0.2177 2.2790 0.6937  C9 1.136

Summary:
* calculated total energy: -248.133163 a.u.
* gap between HOMO and LUMO: 0.3799 Ha
* structure (SMILES): C=CC#N.C#C
* ΔE to the lowest compared entry with this formula, charge and spin: 372.5 kJ/mol

Entry from the Open Molecules 2025 dataset: an isolated molecule of C5H5N (ωB97M-V with the def2-TZVPD basis set).

Last columns: bonded neighbours and bond lengths (Å).
Cartesian coordinates (Å):
1 C 0.9259 0.4544 1.0558  C2 1.528, H7 1.093, H8 1.094, H9 1.095
2 C 0.6552 -0.4875 -0.1162  C1 1.528, C3 1.489, H10 1.095, H11 1.096
3 C -0.5034 -0.1553 -0.9901  C2 1.489, C4 1.286, C5 1.547
4 C -1.0339 0.1776 -2.1132  C3 1.286, C5 1.634
5 C -2.0400 -0.0511 -0.8457  C3 1.547, C4 1.634, N6 1.171
6 N -3.1302 -0.0573 -0.4171  C5 1.171
7 H 0.1580 0.3789 1.8298  C1 1.093
8 H 0.9839 1.4929 0.7182  C1 1.094
9 H 1.8890 0.1924 1.5069  C1 1.095
10 H 0.6177 -1.5323 0.2084  C2 1.095
11 H 1.4777 -0.4127 -0.8368  C2 1.096

Summary:
* calculated total energy: -248.114341 a.u.
* gap between HOMO and LUMO: 0.3607 Ha
* ΔE to the lowest compared entry with this formula, charge and spin: 421.9 kJ/mol